(1)
ORCA calculation (ωB97M-V/def2-TZVPD) on a molecular structure, C28H75N4O12 in a non-equilibrium geometry.

Cartesian coordinates (Å):
C (0.919, 0.974, 0.622)
O (2.208, 1.094, 1.171)
H (0.106, 1.118, 1.360)
H (0.873, -0.040, 0.438)
H (0.704, 1.738, -0.117)
C (0.703, 3.633, -2.179)
O (1.779, 2.905, -2.852)
H (0.782, 4.695, -2.807)
H (1.060, 3.869, -1.320)
H (-0.209, 3.149, -2.382)
H (2.078, 2.210, -2.329)
C (4.154, -1.465, 2.228)
O (2.879, -1.722, 1.543)
H (4.304, -0.541, 1.990)
H (4.834, -2.188, 1.805)
H (4.044, -1.838, 3.117)
H (2.516, -0.849, 1.523)
C (0.880, 3.251, 3.356)
O (2.137, 3.203, 2.787)
H (0.151, 2.465, 2.755)
H (0.606, 4.345, 3.572)
H (1.062, 2.647, 4.391)
H (1.986, 2.271, 2.261)
C (2.819, 0.095, 5.767)
O (1.841, -0.902, 5.606)
C (0.949, -0.345, 4.679)
C (0.079, -1.598, 4.244)
N (-0.957, -1.246, 3.233)
C (-1.740, -2.313, 2.488)
C (-0.762, -2.789, 1.438)
O (-1.418, -3.967, 0.947)
C (-1.226, -4.403, -0.322)
H (3.375, 0.200, 4.729)
H (3.465, -0.251, 6.438)
H (2.399, 1.093, 6.070)
H (1.325, -0.101, 3.687)
H (0.371, 0.436, 5.079)
H (-0.646, -2.019, 5.311)
H (0.516, -2.581, 3.800)
H (-0.556, -0.490, 2.600)
H (-2.654, -1.799, 2.018)
H (-2.220, -2.741, 3.385)
H (0.260, -3.074, 1.695)
H (-0.519, -2.137, 0.680)
H (-0.140, -4.498, -0.444)
H (-1.520, -3.427, -0.817)
H (-1.702, -5.157, -0.799)
C (-2.643, 0.051, 7.631)
O (-3.915, 0.034, 6.978)
C (-3.886, -0.443, 5.609)
C (-3.596, 0.786, 4.749)
N (-3.483, 0.255, 3.364)
C (-3.568, 1.423, 2.423)
C (-3.519, 0.861, 1.021)
O (-3.491, 1.894, 0.031)
C (-2.293, 2.471, -0.161)
H (-2.686, 0.481, 8.780)
H (-1.752, 0.475, 7.345)
H (-2.341, -0.921, 7.950)
H (-4.647, -0.869, 5.261)
H (-3.144, -1.199, 5.534)
H (-2.842, 1.402, 5.179)
H (-4.385, 1.531, 4.673)
H (-2.461, -0.224, 3.128)
H (-2.800, 2.121, 2.470)
H (-4.478, 2.147, 2.624)
H (-4.522, 0.139, 0.825)
H (-2.790, 0.060, 0.852)
H (-1.671, 1.890, -0.767)
H (-1.708, 2.446, 0.890)
H (-2.342, 3.357, -0.589)
C (2.162, -2.951, -2.954)
O (3.133, -2.091, -2.620)
C (2.730, -0.864, -1.975)
C (3.992, 0.019, -1.690)
N (3.601, 1.346, -1.224)
C (4.886, 2.095, -0.967)
C (4.520, 3.506, -0.621)
O (5.749, 4.226, -0.292)
C (5.400, 5.551, 0.066)
H (1.397, -3.081, -2.218)
H (2.409, -3.858, -3.377)
H (1.556, -2.614, -3.931)
H (2.243, -0.999, -1.067)
H (2.103, -0.501, -2.750)
H (4.436, 0.037, -2.635)
H (4.685, -0.201, -0.817)
H (2.889, 1.300, -0.464)
H (5.760, 2.107, -1.718)
H (5.472, 1.712, -0.134)
H (3.750, 3.497, 0.332)
H (3.826, 3.938, -1.296)
H (6.497, 6.024, 0.095)
H (4.972, 5.759, 1.168)
H (4.863, 6.239, -0.637)
C (-1.957, 0.157, -1.771)
O (-2.506, -0.686, -2.784)
C (-1.736, -0.859, -4.026)
C (-2.672, -1.794, -4.953)
N (-2.130, -1.767, -6.367)
C (-2.733, -2.818, -7.182)
C (-2.248, -2.466, -8.613)
O (-2.869, -3.461, -9.440)
C (-3.865, -2.749, -10.262)
H (-2.263, 0.152, -0.869)
H (-1.898, 1.167, -2.033)
H (-0.875, -0.180, -1.695)
H (-0.684, -1.244, -4.034)
H (-1.631, 0.147, -4.459)
H (-3.645, -1.491, -4.976)
H (-2.828, -2.855, -4.500)
H (-1.186, -2.063, -6.241)
H (-3.800, -2.724, -7.082)
H (-2.552, -3.826, -6.947)
H (-1.275, -2.710, -8.468)
H (-2.179, -1.459, -8.918)
H (-3.378, -1.794, -10.591)
H (-4.617, -2.379, -9.580)
H (-4.377, -3.544, -10.770)

As for the net charge: -1. The LUMO energy is 2.248 eV. Its spin multiplicity is 1.

(2)
ORCA calculation (ωB97M-V/def2-TZVPD) on 8 unconnected molecules or ions with the total composition C28H76N8O12 in a non-equilibrium geometry.

Cartesian coordinates (Å):
C (-3.329, 0.859, 2.496)
O (-3.092, -0.462, 2.720)
C (-4.041, -1.024, 3.648)
C (-3.216, -2.178, 4.364)
N (-3.545, -2.390, 5.716)
C (-2.673, -3.456, 6.242)
C (-1.271, -2.999, 6.644)
O (-0.406, -3.083, 5.475)
C (0.911, -2.659, 5.699)
H (-2.723, 1.062, 1.613)
H (-3.110, 1.527, 3.329)
H (-4.326, 1.045, 2.096)
H (-4.979, -1.386, 3.224)
H (-4.390, -0.315, 4.398)
H (-2.173, -1.864, 4.324)
H (-3.258, -3.140, 3.853)
H (-3.235, -1.613, 6.282)
H (-2.610, -4.241, 5.488)
H (-3.173, -3.861, 7.122)
H (-0.835, -3.689, 7.367)
H (-1.224, -2.009, 7.098)
H (0.942, -1.573, 5.784)
H (1.505, -3.019, 4.859)
H (1.250, -3.013, 6.673)
C (0.404, -4.393, -2.054)
O (1.677, -3.933, -2.050)
C (2.148, -3.214, -3.182)
C (3.631, -2.620, -3.163)
N (3.653, -1.701, -2.020)
C (5.070, -1.408, -1.860)
C (5.313, -0.788, -0.464)
O (6.285, 0.281, -0.562)
C (5.925, 1.458, -1.328)
H (-0.278, -3.559, -2.216)
H (0.100, -4.662, -1.042)
H (0.223, -5.176, -2.791)
H (1.369, -2.495, -3.438)
H (2.187, -3.972, -3.965)
H (3.747, -2.104, -4.116)
H (4.358, -3.431, -3.111)
H (3.167, -2.073, -1.217)
H (5.229, -0.743, -2.709)
H (5.870, -2.139, -1.976)
H (5.638, -1.536, 0.259)
H (4.413, -0.333, -0.051)
H (4.862, 1.440, -1.568)
H (6.537, 1.504, -2.229)
H (6.184, 2.329, -0.725)
C (2.830, 5.671, -0.009)
O (2.571, 5.128, -1.275)
C (2.111, 3.721, -1.223)
C (0.818, 3.406, -0.378)
N (-0.241, 4.273, -0.794)
C (-1.377, 4.258, 0.114)
C (-1.077, 4.885, 1.525)
O (-0.491, 6.187, 1.463)
C (-0.210, 6.744, 2.693)
H (2.109, 5.586, 0.805)
H (2.917, 6.745, -0.169)
H (3.773, 5.279, 0.372)
H (2.990, 3.223, -0.813)
H (2.032, 3.274, -2.214)
H (1.181, 3.570, 0.637)
H (0.612, 2.340, -0.472)
H (-0.012, 5.249, -0.921)
H (-1.826, 3.265, 0.151)
H (-2.160, 4.800, -0.416)
H (-0.645, 4.113, 2.162)
H (-2.093, 4.987, 1.905)
H (-1.077, 6.633, 3.344)
H (0.042, 7.804, 2.714)
H (0.493, 6.178, 3.304)
C (-4.638, -1.898, -0.233)
O (-3.730, -1.719, -1.250)
C (-4.353, -1.277, -2.424)
C (-3.336, -1.194, -3.553)
N (-2.260, -0.155, -3.563)
C (-2.738, 1.207, -3.321)
C (-1.825, 2.327, -3.980)
O (-1.998, 2.213, -5.417)
C (-1.068, 3.013, -6.040)
H (-4.171, -2.459, 0.576)
H (-5.555, -2.397, -0.547)
H (-4.975, -0.918, 0.108)
H (-4.794, -0.318, -2.152)
H (-5.060, -2.043, -2.742)
H (-3.859, -1.260, -4.507)
H (-2.721, -2.092, -3.616)
H (-1.916, -0.196, -4.512)
H (-2.732, 1.285, -2.234)
H (-3.800, 1.257, -3.565)
H (-0.784, 2.163, -3.702)
H (-2.145, 3.235, -3.469)
H (-0.949, 2.673, -7.069)
H (-0.109, 3.095, -5.528)
H (-1.498, 4.014, -6.048)
N (2.496, -1.312, 2.153)
C (3.090, -2.305, 1.616)
N (2.359, -2.863, 0.656)
O (4.107, -2.825, 2.022)
H (1.701, -0.973, 1.631)
H (2.957, -0.894, 2.949)
H (1.483, -2.434, 0.395)
H (2.811, -3.708, 0.335)
N (-1.627, -0.653, -0.084)
C (-0.385, -0.630, -0.367)
N (-0.073, -0.326, -1.574)
O (0.411, -0.769, 0.514)
H (-2.262, -0.872, -0.838)
H (-1.827, -0.966, 0.856)
H (0.895, -0.136, -1.792)
H (-0.765, -0.167, -2.293)
C (2.178, 0.656, -3.973)
O (2.797, 0.759, -2.716)
H (1.214, 1.158, -3.885)
H (2.796, 1.177, -4.704)
H (1.944, -0.378, -4.223)
H (3.380, 0.008, -2.584)
C (-1.109, -3.433, 1.838)
O (-1.085, -4.111, 3.069)
H (-2.064, -2.928, 1.697)
H (-0.385, -2.621, 1.908)
H (-1.136, -4.086, 0.966)
H (-0.871, -3.497, 3.775)

Its SMILES is COCCNCCOC.COCCNCCOC.COCCNCCOC.COCCNCCOC.NC(N)=O.NC(N)=O.CO.CO. The LUMO energy is 0.448 eV. Its spin multiplicity is 1.

E values, unit hartree, following the record order: -2232.946282, -2453.088411.
HOMO energy values, unit eV, following the record order: -5.4, -8.7.
Energy above the lowest of the compared OMol25 structures with the same formula, charge and spin values, unit kJ/mol, following the record order: 1514.32, 259.95.